[1]
6 unconnected molecules or ions with the total composition C52H58BrF40NO9, computed with ωB97M-V/def2-TZVPD.

CARTESIAN COORDINATES (ANGSTROEM)
C 2.73661 5.65946 2.26664
C 3.58826 4.84298 1.64354
C 3.17142 3.48589 1.18050
C 3.44079 2.42055 2.04873
C 3.09096 1.15162 1.62612
C 2.45237 0.93326 0.41076
C 2.15869 1.97159 -0.47603
C 1.48839 1.68036 -1.79056
C -0.01175 2.09982 -1.88917
C -0.65892 2.53817 -0.57902
C -2.16038 2.81821 -0.76070
C -2.92652 2.76055 0.55996
C -3.48085 1.38409 0.97955
C -2.67343 0.13113 0.62749
C -3.56355 -1.12634 0.72132
C -4.06090 -1.67450 -0.62556
C -4.51370 -0.64184 -1.64091
O -5.60591 0.17282 -1.23366
C -6.75909 -0.56772 -0.87857
C 2.54404 3.26416 -0.07103
C 2.32109 4.42998 -1.00571
C 3.58197 4.68578 -1.84120
C 3.52097 4.22099 -3.39079
O 3.57934 5.67407 -2.72757
C 2.18374 -0.52684 0.31770
O 1.35580 -1.09874 -0.31504
N 3.10068 -1.17208 1.24747
C 4.31212 -1.58031 0.51608
Br 5.83114 -1.73608 1.71060
C 4.04564 -2.87528 -0.21808
C 5.20079 -3.44293 -1.02482
C 3.26882 -0.17254 2.29100
O 3.42104 -0.40642 3.43908
H 3.07427 6.41512 2.96392
H 1.67211 5.57080 2.07803
H 4.60662 5.16187 1.43874
H 3.90626 2.57425 3.01232
H 2.04836 2.19425 -2.57282
H 1.55090 0.61609 -1.99591
H -0.07348 2.92569 -2.60140
H -0.56656 1.24931 -2.28434
H -0.50247 1.76335 0.17657
H -0.19114 3.45123 -0.20289
H -2.54106 2.06722 -1.45645
H -2.24803 3.81918 -1.18275
H -2.34096 3.19813 1.37279
H -3.79438 3.41656 0.45190
H -4.50856 1.29964 0.63144
H -3.53674 1.39543 2.07254
H -2.26520 0.16377 -0.38457
H -1.83834 0.03408 1.32269
H -4.38724 -0.95887 1.41860
H -2.95307 -1.92068 1.16108
H -4.85201 -2.40587 -0.45932
H -3.22827 -2.21164 -1.08904
H -3.71657 0.04350 -1.92535
H -4.80759 -1.17072 -2.55917
H -7.56813 0.15332 -0.77011
H -7.02729 -1.27370 -1.66945
H -6.63620 -1.06401 0.08595
H 1.52897 4.23834 -1.71884
H 2.15799 5.35743 -0.45556
H 4.54847 4.49727 -1.35072
H 3.82080 4.57223 -4.37750
H 4.54149 3.75960 -3.22499
H 4.61497 -0.81724 -0.20967
H 3.71348 -3.60090 0.52898
H 3.19995 -2.71971 -0.89258
H 6.01327 -3.79753 -0.39657
H 5.57424 -2.75957 -1.78855
H 4.81623 -4.31080 -1.55643
F 5.59276 -9.29664 3.03052
C 5.19629 -8.66233 4.15160
F 4.68116 -9.58254 4.99629
C 4.11407 -7.62254 3.84652
F 3.00264 -8.23465 3.38680
F 3.80662 -7.06573 5.05395
C 4.47962 -6.45083 2.92545
O 4.07754 -6.53505 1.56868
C 4.87008 -7.14744 0.62664
F 6.08950 -7.42130 1.11919
F 5.02235 -6.26121 -0.38128
C 4.21209 -8.38468 0.00441
F 3.94091 -9.30151 0.95206
F 5.07262 -8.92404 -0.88554
H 6.06018 -8.19028 4.62749
H 3.90713 -5.60920 3.31324
H 5.52858 -6.17152 3.02196
H 3.28706 -8.10124 -0.50211
F -0.87579 -4.18744 -1.64311
C 0.44625 -4.37979 -1.82124
F 0.65599 -4.68825 -3.12186
C 0.95283 -5.53764 -0.95727
F 0.38214 -6.69560 -1.35059
F 2.29121 -5.63475 -1.23161
C 0.84710 -5.38764 0.56397
O -0.23431 -6.02409 1.21322
C -1.44874 -5.42407 1.36249
F -1.43338 -4.13138 0.98944
F -1.74981 -5.45223 2.68461
C -2.56198 -6.20092 0.65047
F -2.30732 -6.28304 -0.66876
F -3.72796 -5.53809 0.82305
H 0.98439 -3.45700 -1.58369
H 1.72496 -5.90416 0.95151
H 0.95078 -4.34427 0.86750
H -2.64437 -7.20595 1.06812
F -5.45523 -4.00034 5.35321
C -4.19683 -4.31855 5.71775
F -4.25634 -5.39113 6.53885
C -3.53253 -3.16341 6.47103
F -4.18244 -2.93624 7.63093
F -2.28138 -3.61237 6.78401
C -3.32802 -1.84135 5.71770
O -4.26652 -0.80859 5.94787
C -5.41967 -0.70329 5.22118
F -5.44598 -1.56311 4.18692
F -5.45012 0.54577 4.69944
C -6.66430 -0.83690 6.10672
F -6.67744 -2.03014 6.72708
F -7.76373 -0.74715 5.32518
H -3.61798 -4.58442 4.83147
H -2.39646 -1.44330 6.11664
H -3.15955 -2.00871 4.65314
H -6.67858 -0.04088 6.85342
F 7.48932 8.16118 -0.18048
C 7.13008 7.24603 -1.10115
F 8.23728 6.56417 -1.47203
C 6.52079 7.90902 -2.33807
F 7.44631 8.66951 -2.95694
F 6.20387 6.88025 -3.17359
C 5.22162 8.70609 -2.15215
O 5.32895 10.11168 -2.05304
C 5.53792 10.74126 -0.86000
F 5.45377 9.89748 0.18541
F 4.55689 11.66083 -0.71046
C 6.86179 11.51448 -0.85230
F 7.89534 10.67819 -1.06708
F 7.02126 12.09087 0.35952
H 6.41879 6.54357 -0.65549
H 4.67186 8.54636 -3.07779
H 4.60452 8.28726 -1.35652
H 6.85071 12.28353 -1.62666
F -8.92287 2.51657 -6.12130
C -8.94566 1.49535 -6.99987
F -10.18035 0.94474 -6.97458
C -7.92368 0.41994 -6.62216
F -8.25718 -0.13631 -5.43998
F -8.05241 -0.54615 -7.57999
C -6.43975 0.81226 -6.61704
O -5.85132 1.11492 -5.37051
C -5.87854 2.37480 -4.83865
F -6.35796 3.28246 -5.70967
F -4.59879 2.72178 -4.56489
C -6.63297 2.40523 -3.50829
F -7.91106 2.00138 -3.67737
F -6.65786 3.67671 -3.04083
H -8.75035 1.87612 -8.00612
H -5.92133 -0.08918 -6.93993
H -6.22486 1.57519 -7.36615
H -6.14883 1.75534 -2.77715

Summary:
Multiplicity ... 1
SMILES ... C=Cc1cc2c(c(CCCCCCCCCCOC)c1C[C@H]1CO1)C(=O)N([C@@H](Br)CC)C2=O.FC(F)C(F)(F)COC(F)(F)C(F)F.FC(F)C(F)(F)COC(F)(F)C(F)F.FC(F)C(F)(F)COC(F)(F)C(F)F.FC(F)C(F)(F)COC(F)(F)C(F)F.FC(F)C(F)(F)COC(F)(F)C(F)F
HOMO ... -9.6 eV
Orbital gap ... 0.327 Ha
Electronic energy ... -253519.3431 eV

***

[2]
9 unconnected molecules or ions with the total composition C7H28O9, computed with ωB97M-V/def2-TZVPD.

CARTESIAN COORDINATES (ANGSTROEM)
C -1.10207 -2.05691 -1.11805
C 0.01288 -1.21605 -0.55836
C 1.10305 -1.68897 0.03724
C 1.40353 -3.14501 0.15216
C 2.08963 -0.80964 0.77848
C 1.94760 0.71360 0.77707
C 3.02029 1.44456 0.04659
O 3.38774 1.14553 -1.06911
H -0.80146 -2.86068 -1.78515
H -1.72079 -2.47508 -0.32797
H -1.75812 -1.44088 -1.70976
H -0.18935 -0.15909 -0.58831
H 1.33183 -3.40519 1.22050
H 0.66932 -3.78163 -0.33175
H 2.42684 -3.42044 -0.10775
H 2.24878 -1.26368 1.76570
H 3.07691 -1.06167 0.35902
H 1.75288 1.08640 1.78350
H 0.98434 0.89258 0.29520
H 3.35551 2.41581 0.42372
O 1.76183 3.73757 -0.76188
H 0.83919 3.78866 -0.46212
H 1.58035 3.64710 -1.71039
O -1.17699 1.66246 2.38576
H -0.91210 1.25635 3.22129
H -1.92709 1.12196 2.11592
O 1.16188 2.19859 -3.09573
H 0.70922 1.60569 -3.70199
H 1.69060 1.62998 -2.51677
O 0.93144 -2.35986 -3.45291
H 1.68660 -2.75040 -2.99676
H 1.00577 -1.42839 -3.21699
O -1.09111 4.04777 0.18234
H -1.52735 3.43121 0.79076
H -1.70336 3.97941 -0.56233
O -4.28565 1.14185 0.00918
H -3.99191 1.13346 -0.90696
H -4.69191 2.00416 0.14758
O -0.82552 -1.22837 3.25450
H -0.08873 -1.81147 3.07670
H -1.63521 -1.45371 2.76798
O -3.26132 -1.33726 1.98929
H -3.81252 -0.72402 1.48147
H -3.67548 -2.20632 1.91912

Summary:
Multiplicity ... 1
SMILES ... C/C=C(\C)CCC=O.O.O.O.O.O.O.O.O
Relative energy (zero: lowest compared OMol25 entry of this formula, charge and spin) ... 1.329 eV
HOMO ... -9.0 eV
Orbital gap ... 0.323 Ha
Electronic energy ... -26140.1187 eV

***

[3]
7 unconnected molecules or ions with the total composition C23H49N7O5, computed with ωB97M-V/def2-TZVPD.

CARTESIAN COORDINATES (ANGSTROEM)
C -4.32551 2.74863 -0.69292
N -4.75144 2.36678 0.66321
C -6.06141 1.78049 0.81732
C -4.11795 2.86161 1.72526
O -4.42481 2.75648 2.91976
H -3.24510 2.77986 -0.83374
H -4.80178 3.69060 -0.96484
H -4.79537 1.99558 -1.32557
H -6.79261 2.52655 0.50612
H -6.12415 0.88609 0.19748
H -6.23697 1.53129 1.86383
H -3.18263 3.32818 1.37930
C -2.07529 -1.07146 -3.51062
N -3.12121 -0.99920 -2.41198
C -4.30054 -0.18831 -2.64336
C -2.86183 -1.62802 -1.28286
O -3.57741 -1.58680 -0.34233
H -2.56233 -1.06178 -4.48571
H -1.53489 -2.01422 -3.42542
H -1.44329 -0.18425 -3.54992
H -4.97815 -0.18663 -1.78958
H -4.08059 0.83199 -2.95755
H -4.78175 -0.67834 -3.48976
H -1.93878 -2.19978 -1.46528
C 4.61905 -1.71938 0.58960
N 4.38543 -2.13475 -0.78100
C 5.59579 -2.12621 -1.60436
C 3.12539 -2.14547 -1.30361
O 2.90281 -2.37313 -2.51712
H 5.25127 -0.83245 0.54788
H 5.19022 -2.52742 1.04668
H 3.73129 -1.52768 1.19228
H 5.90886 -1.11355 -1.85856
H 6.46531 -2.67708 -1.24578
H 5.46136 -2.54738 -2.60068
H 2.33656 -2.14796 -0.53553
C 3.37251 3.73881 -2.12627
N 3.49645 2.44616 -2.81087
C 4.11009 1.43043 -2.01058
C 3.07442 2.18231 -4.05499
O 2.68863 3.08262 -4.83118
H 3.12293 3.60652 -1.07350
H 2.65794 4.42258 -2.58446
H 4.34205 4.23687 -2.12116
H 3.94214 0.48907 -2.53378
H 5.19797 1.42394 -1.94296
H 3.72550 1.44270 -0.99075
H 3.15451 1.12380 -4.34711
C 1.25869 2.86265 3.87310
N 0.27689 2.18369 4.76143
C 0.73816 1.00458 5.49210
C -0.96827 2.70410 4.77008
O -1.81814 2.25140 5.45545
H 0.96391 3.83404 3.47610
H 1.58025 2.31762 2.98561
H 2.13584 3.04687 4.49340
H -0.10156 0.31216 5.55157
H 1.59137 0.55759 4.98188
H 1.07673 1.28271 6.49015
H -1.14460 3.56433 4.10592
C 0.73487 1.68160 -0.51729
C -0.78367 1.52748 -0.45578
C -1.24445 0.88768 0.86992
C -0.48320 -0.37353 1.03722
N 0.08771 -1.38008 1.14488
H 1.10024 2.17893 0.38119
H 1.14847 2.30847 -1.30727
H 1.25974 0.72958 -0.59644
H -1.19181 1.08499 -1.36448
H -1.17348 2.54329 -0.52116
H -2.31056 0.67193 0.94032
H -0.98758 1.54238 1.70268
C -0.56654 -5.46615 2.03889
C -1.08339 -5.52356 0.61728
C -0.23208 -4.83145 -0.41761
C 1.18226 -5.10098 -0.34024
N 2.33573 -5.30570 -0.29339
H -0.72623 -4.50011 2.51782
H 0.49974 -5.68693 2.08799
H -1.06773 -6.26435 2.58641
H -2.15236 -5.32304 0.54521
H -0.88600 -6.54338 0.28696
H -0.25980 -3.74419 -0.34542
H -0.53197 -5.07324 -1.43726

Summary:
Multiplicity ... 1
SMILES ... CN(C)C=O.CN(C)C=O.CN(C)C=O.CN(C)C=O.CN(C)C=O.CCCC#N.CCCC#N
HOMO ... -9.3 eV
Orbital gap ... 0.349 Ha
Electronic energy ... -45311.9196 eV

***

[4]
A molecular structure, H18O9, computed with ωB97M-V/def2-TZVPD.

CARTESIAN COORDINATES (ANGSTROEM)
O -1.12895 -2.17321 1.90834
H -0.54776 -2.05421 1.15715
H -0.82601 -1.53103 2.55027
O -2.40252 1.53051 1.08826
H -2.38046 2.48085 1.20053
H -2.76615 1.40070 0.21239
O 1.90636 1.94450 -0.53139
H 1.44707 1.10953 -0.44131
H 2.75023 1.80166 -0.10277
O 0.81611 -2.61780 -0.87660
H 1.06412 -2.96537 -1.73329
H 0.41764 -1.76885 -1.06825
O -0.11015 -0.11525 0.45881
H -0.56736 -0.41196 -0.32806
H -0.70152 0.52628 0.85245
O 1.03318 0.93307 2.81092
H 0.17162 0.51614 2.82193
H 1.63811 0.22791 2.58064
O -1.02658 1.45634 -1.45779
H -1.46820 2.25780 -1.73862
H -0.71785 1.05518 -2.27018
O -0.40059 -0.97368 -1.53791
H -1.32203 -0.90887 -1.78887
H 0.05859 -0.41378 -2.16393
O 1.75672 -0.18758 -0.82806
H 2.33275 -0.87516 -0.49391
H 0.97351 -0.24360 -0.28063

Summary:
Multiplicity ... 1
Relative energy (zero: lowest compared OMol25 entry of this formula, charge and spin) ... 7.407 eV
HOMO ... -9.1 eV
Orbital gap ... 0.315 Ha
Electronic energy ... -18714.7282 eV

***

[5]
A molecular structure, C5H14HgInO, computed with ωB97M-V/def2-TZVPD.

CARTESIAN COORDINATES (ANGSTROEM)
C 1.96290 -1.74815 0.54752
C 2.02731 -0.41268 -0.18121
O 1.48989 0.62221 0.66930
C 0.67283 1.56250 0.12522
C -0.74200 1.31405 0.36607
In -1.41420 -0.06568 -1.33007
C -2.82074 -1.24520 -0.00604
H 1.50518 -1.60867 1.52131
H 2.96174 -2.12850 0.71983
H 1.37064 -2.45976 -0.01571
H 3.05741 -0.15061 -0.41049
H 1.47952 -0.45006 -1.12114
H 1.00144 2.61459 0.76693
H 0.89094 1.76926 -0.93185
H -0.93329 0.84226 1.32195
H -1.32424 2.22525 0.26558
H -0.31938 -1.22050 -2.02884
H -2.12460 0.84783 -2.60864
H -2.65520 -2.27586 -0.28397
H -3.75755 -0.82142 -0.34739
H -2.61886 -1.05654 1.03637
Hg 0.29025 3.84567 1.92527

Summary:
Multiplicity ... 1
Total charge ... +1
HOMO ... -12.7 eV
Orbital gap ... 0.171 Ha
Electronic energy ... -16793.7023 eV

***

[6]
A molecular structure, C2H15NO5, computed with ωB97M-V/def2-TZVPD.

CARTESIAN COORDINATES (ANGSTROEM)
C 0.33243 -0.22223 -2.71127
C 0.42524 -1.25099 -1.67582
N -0.66441 -1.13210 -0.64056
H -0.58361 -0.23554 -3.30975
H 1.23598 -0.30561 -3.32720
H 0.32655 -2.27458 -2.05039
H -0.92460 -0.12878 -0.43407
H -1.55237 -1.48770 -0.97839
H 1.32421 0.50075 1.20280
H 1.46786 0.97665 -0.30149
O 1.80803 0.34200 0.35564
H -0.40202 2.02481 -0.62687
H 0.22195 0.94410 -1.95382
O 0.29484 2.01757 -1.31517
H 1.41081 -1.27867 -1.16846
H -0.02177 1.57371 2.91977
O -0.11258 0.76743 2.39793
H 0.18045 -1.81229 1.26031
H -0.26196 -1.19890 2.58554
O -0.17187 -2.06643 2.13690
H -1.09404 0.93338 1.46064
H -2.03736 1.88283 0.50626
O -1.67822 0.98640 0.50142

Summary:
Multiplicity ... 1
Relative energy (zero: lowest compared OMol25 entry of this formula, charge and spin) ... 7.856 eV
HOMO ... -9.0 eV
Orbital gap ... 0.130 Ha
Electronic energy ... -14037.5749 eV